[1]
C33H43I2N2O11P | ωB97M-V/def2-TZVPD

The geometry in ORCA input format:
```
! RIJCOSX wB97M-V def2-TZVPD def2/J DEFGRID3
* xyz 0 1
C 0.747 3.600 4.801
C 0.952 2.594 5.954
C 0.036 1.341 5.861
C -0.082 0.899 4.393
C -0.357 -0.630 4.229
C -0.074 -0.952 2.770
C 1.191 -1.395 2.388
C 2.278 -1.550 3.426
C 2.325 -2.920 4.115
O 3.326 -3.216 4.729
O 1.254 -3.778 4.094
C 1.416 -1.649 1.040
C 2.801 -2.129 0.651
C 3.765 -0.955 0.287
C 5.171 -1.331 0.721
O 6.003 -1.817 0.000
O 5.485 -1.040 2.045
C 0.415 -1.452 0.109
I 0.918 -1.830 -1.931
C -0.843 -1.014 0.480
C -1.072 -0.776 1.836
C -2.479 -0.330 2.173
O -3.110 -0.733 3.125
C -3.113 0.639 1.195
C -3.915 1.674 1.666
P -4.348 2.056 3.383
O -5.139 3.295 3.466
O -5.178 0.884 4.104
O -3.024 2.232 4.253
C -4.482 2.507 0.727
C -4.230 2.330 -0.607
C -3.417 1.331 -1.090
C -3.142 1.205 -2.590
I -1.000 1.305 -2.963
C -3.860 2.284 -3.442
C -3.193 2.607 -4.804
C -2.863 0.447 -0.147
C -1.981 -0.750 -0.499
O -2.164 -1.423 -1.491
H 1.173 4.583 5.028
H -0.297 3.730 4.500
H 1.305 3.239 3.928
H 2.003 2.284 5.948
H 0.728 3.124 6.888
H 0.453 0.501 6.427
H -0.952 1.592 6.263
H -0.870 1.407 3.833
H 0.847 1.081 3.831
H -1.372 -0.901 4.518
H 0.318 -1.166 4.901
H 3.274 -1.372 3.021
H 2.151 -0.813 4.224
H 1.141 -4.134 3.202
H 2.751 -2.866 -0.154
H 3.273 -2.649 1.493
H 3.733 -0.801 -0.792
H 3.499 -0.058 0.855
H 5.513 -1.852 2.567
H -6.012 0.781 3.625
H -3.107 3.025 4.799
H -5.124 3.304 1.091
H -4.719 3.038 -1.262
H -3.520 0.216 -2.862
H -3.971 3.242 -2.933
H -4.847 1.874 -3.698
H -3.972 3.090 -5.408
H -2.865 1.722 -5.336
H -2.409 3.363 -4.698
C 9.072 -3.155 -2.464
N 8.420 -1.918 -2.084
C 8.534 -0.696 -2.666
C 9.447 -0.575 -3.864
O 7.915 0.261 -2.228
H 8.311 -3.903 -2.698
H 9.668 -3.518 -1.625
H 9.716 -3.022 -3.327
H 7.795 -1.930 -1.290
H 9.433 0.453 -4.215
H 10.471 -0.835 -3.590
H 9.104 -1.223 -4.671
C -6.211 -2.065 -5.555
N -5.199 -1.047 -5.771
C -5.198 -0.039 -6.684
C -6.385 0.068 -7.610
O -4.261 0.743 -6.736
H -6.577 -1.994 -4.529
H -5.763 -3.050 -5.697
H -7.045 -1.951 -6.239
H -4.377 -1.060 -5.187
H -6.238 0.914 -8.274
H -6.478 -0.836 -8.213
H -7.300 0.228 -7.039
*
```

Summary:
Orbital gap = 7.9 eV
E = -85914.8169 eV
E_HOMO = -8.8798 eV


[2]
C33H44BClIN7OYb | ωB97M-V/def2-TZVPD

The geometry in ORCA input format:
```
! RIJCOSX wB97M-V def2-TZVPD def2/J DEFGRID3
* xyz 1 2
Yb 0.692 -0.102 0.073
C -4.007 2.920 -0.676
C -2.992 2.247 0.180
C -2.923 2.282 1.562
C -1.741 1.609 1.881
N -1.174 1.194 0.765
N -1.941 1.567 -0.306
B -1.550 1.302 -1.772
N -1.485 -0.231 -2.080
N -1.118 -1.087 -1.065
C -1.719 -2.275 -1.279
C -2.460 -2.159 -2.441
C -2.296 -0.872 -2.928
C -2.769 -0.297 -4.222
C -1.837 -3.416 -0.259
C -1.061 -3.238 1.043
C -3.370 -3.419 0.054
C -1.516 -4.719 -0.936
N -0.217 2.057 -2.101
N 0.872 1.846 -1.230
C 1.636 2.971 -1.309
C 1.073 3.839 -2.250
C -0.111 3.217 -2.743
C -0.970 3.697 -3.871
C 2.923 3.147 -0.618
C 2.643 3.026 0.897
C 3.905 2.063 -1.079
C 3.548 4.513 -0.886
C -1.201 1.248 3.247
C -2.338 0.526 4.004
C -0.035 0.270 3.101
C -0.690 2.523 3.975
H -4.767 3.443 -0.060
H -4.586 2.214 -1.256
H -3.558 3.594 -1.392
H -3.591 2.818 2.198
H -2.419 1.732 -2.494
H -3.081 -2.948 -2.856
H -3.081 -1.134 -4.895
H -1.978 0.289 -4.711
H -3.577 0.427 -4.150
H -1.288 -2.215 1.406
H 0.784 -3.272 2.042
H -1.499 -3.955 1.755
H -3.677 -2.457 0.485
H -3.595 -4.204 0.713
H -3.869 -3.508 -0.866
H -0.464 -4.824 -1.241
H -2.103 -4.843 -1.841
H -1.712 -5.558 -0.255
H 1.399 4.847 -2.444
H -0.383 4.426 -4.464
H -1.859 4.223 -3.516
H -1.281 2.950 -4.547
H 2.261 2.015 1.239
H 1.908 3.775 1.170
H 3.573 3.228 1.435
H 3.559 1.068 -0.768
H 4.880 2.144 -0.620
H 4.077 2.093 -2.150
H 2.884 5.299 -0.548
H 3.741 4.644 -1.945
H 4.491 4.576 -0.356
H -2.847 -0.234 3.390
H -3.135 1.211 4.249
H -2.015 0.095 4.941
H -0.382 -0.720 2.731
H 0.426 0.064 4.107
H 0.784 0.699 2.468
H -1.442 3.304 3.996
H 0.170 2.932 3.408
H -0.424 2.252 4.988
Cl 5.148 -5.631 1.273
C 4.471 -4.066 1.067
C 5.215 -2.909 1.290
C 4.634 -1.665 1.186
I 5.668 0.020 1.610
C 3.275 -1.536 0.841
O 2.633 -0.364 0.738
C 2.580 -2.708 0.548
N 1.192 -2.539 0.215
C 0.442 -3.514 1.043
C 0.958 -4.945 0.780
C 2.268 -5.132 0.555
C 3.148 -3.975 0.661
H 6.283 -3.045 1.526
H 1.049 -2.783 -0.757
H 0.295 -5.808 0.836
H 2.645 -6.141 0.513
*
```

Summary:
<S²> = 0.75
Energy relative to the best compared isomer or geometry (same formula, charge and spin) = 11.4 kcal/mol
Orbital gap (alpha / beta) = 8.1 / 7.3 eV
E = -100243.1797 eV
E_HOMO (alpha / beta) = -10.3703 / -10.3725 eV


[3]
C33H44N4O15 | ωB97M-V/def2-TZVPD

The geometry in ORCA input format:
```
! RIJCOSX wB97M-V def2-TZVPD def2/J DEFGRID3
* xyz 1 2
N -4.959 4.228 -0.269
C -4.499 5.431 -0.665
C -3.270 5.937 -0.289
C -2.514 5.124 0.643
C -3.006 3.887 1.028
C -4.184 3.436 0.548
H -5.226 5.984 -1.240
H -2.860 6.897 -0.566
H -1.557 5.440 1.031
H -2.415 3.289 1.706
H -4.619 2.532 0.946
N -0.959 0.798 -1.273
C -0.023 -0.203 -1.022
C 1.014 -0.077 -0.157
C 1.160 1.160 0.452
C 0.250 2.208 0.282
C -0.793 1.999 -0.653
H -0.155 -1.188 -1.444
H 1.731 -0.844 0.099
H 1.870 1.137 1.266
H 0.286 3.164 0.784
H -1.533 2.726 -0.953
C -0.531 -0.684 2.733
C -0.944 -1.091 4.156
O -1.813 -2.198 3.896
C -2.182 -2.257 2.646
O -3.120 -2.929 2.193
O -1.572 -1.219 1.962
H 0.454 -1.110 2.539
H -0.427 0.400 2.697
H -1.414 -0.272 4.701
H -0.087 -1.472 4.711
C 2.663 2.460 5.265
C 3.072 2.956 3.837
O 1.854 3.159 3.205
C 0.767 2.958 4.083
O -0.431 2.871 3.768
O 1.263 2.773 5.320
H 3.195 2.905 6.107
H 2.859 1.401 5.433
H 3.658 2.152 3.392
H 3.636 3.883 3.942
C -4.118 0.036 -1.292
C -4.087 -1.320 -0.599
O -5.412 -1.866 -0.703
C -6.233 -0.953 -1.242
O -7.440 -1.194 -1.412
O -5.542 0.194 -1.644
H -3.413 -0.011 -2.122
H -3.827 0.845 -0.621
H -3.823 -1.217 0.454
H -3.412 -1.919 -1.210
C 0.177 1.621 -5.704
C -0.302 1.929 -4.321
O -0.881 3.214 -4.489
C -0.658 3.705 -5.699
O -1.057 4.785 -6.100
O 0.040 2.788 -6.419
H -0.382 0.787 -6.128
H 1.236 1.367 -5.648
H 0.562 1.955 -3.656
H -1.037 1.220 -3.941
C -1.247 -6.466 -1.646
C -2.190 -6.054 -0.542
O -1.572 -4.944 0.006
C -0.613 -4.452 -0.761
O -0.014 -3.431 -0.566
O -0.434 -5.297 -1.818
H -1.887 -6.743 -2.483
H -0.705 -7.323 -1.245
H -2.186 -6.829 0.224
H -3.208 -5.813 -0.850
C 4.373 -0.293 0.838
C 5.348 0.031 1.989
C 5.069 -0.717 3.244
C 3.660 -0.687 3.715
N 2.588 -0.722 4.096
H 4.673 -1.167 0.261
H 4.224 0.470 0.073
H 3.386 -0.524 1.240
H 5.262 1.109 2.130
H 6.357 -0.212 1.659
H 5.613 -0.356 4.117
H 5.319 -1.758 3.038
C 2.519 -4.020 -2.697
C 3.041 -2.831 -1.840
C 3.207 -1.505 -2.576
C 2.067 -1.223 -3.442
N 1.173 -1.031 -4.172
H 2.370 -4.881 -2.045
H 3.289 -4.274 -3.425
H 1.600 -3.772 -3.228
H 3.990 -3.136 -1.399
H 2.401 -2.641 -0.979
H 4.058 -1.621 -3.246
H 3.437 -0.600 -2.013
*
```

Summary:
<S²> = 0.77
Orbital gap (alpha / beta) = 7.9 / 3.3 eV
E = -71595.7087 eV
E_HOMO (alpha / beta) = -12.0513 / -12.0376 eV


[4]
C33H44N5O10P2S3Tl | ωB97M-V/def2-TZVPD

The geometry in ORCA input format:
```
! RIJCOSX wB97M-V def2-TZVPD def2/J DEFGRID3
* xyz 0 1
Tl 0.616 0.832 -0.100
N 5.475 -1.063 0.270
C 4.485 0.075 0.100
C 5.227 1.395 -0.063
P 3.644 0.060 1.768
O 3.075 -1.457 1.768
O 4.796 0.110 2.705
O 2.544 1.086 1.857
P 3.793 -0.377 -1.577
O 2.975 -1.742 -1.233
O 5.050 -0.756 -2.298
O 2.858 0.651 -2.122
H 6.141 -0.846 1.013
H 5.847 -1.223 -0.698
H 4.917 -1.872 0.565
H 5.750 1.665 0.856
H 4.487 2.167 -0.279
H 5.930 1.354 -0.898
H 2.109 -1.495 1.569
H 2.045 -1.655 -1.527
O 0.380 3.445 -1.197
S -0.261 4.084 -2.372
C -1.364 2.832 -3.159
C -0.681 1.532 -3.552
C -1.693 0.531 -4.112
C -1.085 -0.837 -4.407
S -0.897 -1.968 -2.959
O -0.123 -1.235 -1.921
C -2.615 -1.870 -2.416
C -2.967 -0.947 -1.447
C -4.289 -0.864 -1.039
C -5.240 -1.711 -1.591
C -4.869 -2.656 -2.539
C -3.548 -2.744 -2.953
C 0.946 4.123 -3.708
C 2.100 3.362 -3.662
C 2.971 3.407 -4.742
C 2.686 4.206 -5.841
C 1.532 4.980 -5.865
C 0.658 4.943 -4.791
H -1.801 3.343 -4.020
H -2.141 2.654 -2.411
H -0.189 1.104 -2.680
H 0.091 1.716 -4.301
H -2.115 0.932 -5.039
H -2.524 0.412 -3.416
H -0.075 -0.750 -4.813
H -1.702 -1.402 -5.109
H -2.204 -0.309 -1.014
H -4.562 -0.135 -0.286
H -6.273 -1.642 -1.276
H -5.612 -3.323 -2.959
H -3.236 -3.479 -3.686
H 2.297 2.711 -2.817
H 3.871 2.807 -4.718
H 3.366 4.228 -6.684
H 1.320 5.616 -6.715
H -0.251 5.536 -4.786
N 0.328 2.807 1.956
N -0.742 3.046 2.794
C -2.000 2.716 2.435
N -2.962 3.066 3.346
S -2.413 1.847 1.082
H 1.116 2.324 2.384
H 0.625 3.622 1.432
H -0.618 3.648 3.596
H -2.795 3.844 3.968
H -3.902 2.998 2.994
C -0.960 -4.479 4.852
O -1.284 -3.139 4.544
C -0.449 -2.161 4.966
C 0.673 -2.398 5.747
C 1.449 -1.347 6.207
C 1.083 -0.041 5.937
C -0.027 0.200 5.151
C -0.778 -0.838 4.618
N -1.922 -0.501 3.853
C -2.554 -1.113 2.846
C -2.140 -2.063 1.907
C -3.157 -2.906 1.373
C -2.881 -3.924 0.519
C -1.543 -4.143 0.110
C -0.539 -3.326 0.520
C -0.779 -2.206 1.392
O 0.150 -1.384 1.606
H -1.727 -5.081 4.369
H -0.980 -4.661 5.930
H 0.020 -4.756 4.454
H 0.947 -3.413 6.000
H 2.349 -1.551 6.770
H 1.683 0.777 6.305
H -0.302 1.218 4.905
H -2.357 0.356 4.158
H -3.598 -0.823 2.789
H -4.171 -2.752 1.729
H -3.667 -4.567 0.148
H -1.328 -4.968 -0.560
H 0.485 -3.470 0.196
*
```

Summary:
Energy relative to the best compared isomer or geometry (same formula, charge and spin) = 22.1 kcal/mol
Orbital gap = 7.1 eV
E = -118642.6525 eV
E_HOMO = -7.5154 eV


[5]
C33H44O33 | ωB97M-V/def2-TZVPD

The geometry in ORCA input format:
```
! RIJCOSX wB97M-V def2-TZVPD def2/J DEFGRID3
* xyz 1 2
C -5.991 25.667 28.023
C -6.090 27.118 28.428
O -4.797 27.550 28.665
C -3.999 26.502 28.753
O -2.803 26.609 29.030
O -4.701 25.371 28.499
H -6.240 25.597 26.964
H -6.581 25.053 28.703
H -6.683 27.302 29.323
H -6.451 27.668 27.558
C -3.687 30.372 29.215
C -2.272 30.693 28.791
O -1.509 29.913 29.709
C -2.287 29.454 30.667
O -1.824 28.913 31.617
O -3.560 29.737 30.470
H -4.136 29.739 28.450
H -4.361 31.225 29.287
H -2.034 31.732 28.565
H -2.152 30.150 27.854
C -2.082 29.227 35.388
C -1.261 28.780 36.546
O -2.126 28.051 37.411
C -3.213 27.786 36.677
O -4.148 27.191 37.191
O -3.027 28.253 35.421
H -1.573 29.008 34.450
H -2.348 30.282 35.455
H -0.960 29.703 37.042
H -0.477 28.127 36.162
C -8.282 29.590 26.014
C -8.304 31.001 26.373
O -6.996 31.228 26.811
C -6.194 30.337 26.202
O -4.966 30.235 26.321
O -6.969 29.430 25.549
H -9.003 29.542 25.198
H -8.593 28.915 26.812
H -8.959 31.193 27.223
H -8.683 31.555 25.514
C -1.179 24.852 33.321
C -2.036 25.930 32.730
O -3.313 25.615 33.240
C -3.163 24.879 34.281
O -4.088 24.674 35.096
O -1.904 24.382 34.383
H -0.156 25.165 33.528
H -1.062 23.938 32.738
H -2.120 26.002 31.645
H -1.718 26.937 33.001
C -5.151 28.269 33.145
C -6.217 28.460 32.061
O -6.550 29.852 32.357
C -5.497 30.466 32.912
O -5.357 31.712 33.001
O -4.682 29.576 33.421
H -4.289 27.736 32.744
H -5.524 27.769 34.039
H -7.096 27.832 32.201
H -5.776 28.423 31.064
C -4.287 27.291 24.767
C -2.934 27.757 25.296
O -2.190 26.557 25.475
C -3.011 25.549 25.627
O -2.639 24.436 25.915
O -4.221 25.874 25.085
H -4.193 27.402 23.686
H -5.181 27.607 25.305
H -3.144 28.263 26.238
H -2.423 28.533 24.726
C 1.175 28.071 30.563
C 1.373 26.833 31.400
O 2.739 26.501 31.375
C 3.345 27.403 30.666
O 4.557 27.448 30.479
O 2.480 28.154 30.029
H 1.093 28.966 31.180
H 0.351 28.018 29.851
H 0.853 25.985 30.954
H 1.193 26.827 32.475
C -0.019 33.850 29.188
C 0.807 32.616 29.558
O 1.617 33.070 30.584
C 1.547 34.420 30.693
O 2.184 35.074 31.534
O 0.689 34.960 29.830
H -0.995 33.833 29.675
H -0.256 34.058 28.145
H 1.312 32.196 28.688
H 0.134 31.891 30.017
C -1.181 35.553 24.820
C -2.500 36.140 25.440
O -3.254 35.036 25.795
C -2.370 34.032 26.022
O -2.707 33.162 26.845
O -1.156 34.386 25.537
H -0.335 36.224 24.971
H -1.269 35.247 23.778
H -3.051 36.731 24.708
H -2.404 36.785 26.313
C -7.080 34.273 28.061
C -5.561 34.012 28.072
O -5.340 33.531 29.299
C -6.270 33.996 30.177
O -6.307 33.846 31.405
O -7.145 34.554 29.490
H -7.682 33.391 27.841
H -7.356 35.043 27.341
H -5.071 34.947 27.801
H -5.284 33.309 27.287
*
```

Summary:
<S²> = 0.76
Energy relative to the best compared isomer or geometry (same formula, charge and spin) = 0.0 kcal/mol
Orbital gap (alpha / beta) = 9.2 / 2.8 eV
E = -102487.6873 eV
E_HOMO (alpha / beta) = -11.9096 / -11.9096 eV


> Look up the E of the second one.

-100243.1797 eV


> Which formula does entry 3 have?

C33H44N4O15


What did the third record say?
C33H44N4O15 | ωB97M-V/def2-TZVPD

The geometry in ORCA input format:
```
! RIJCOSX wB97M-V def2-TZVPD def2/J DEFGRID3
* xyz 1 2
N -4.959 4.228 -0.269
C -4.499 5.431 -0.665
C -3.270 5.937 -0.289
C -2.514 5.124 0.643
C -3.006 3.887 1.028
C -4.184 3.436 0.548
H -5.226 5.984 -1.240
H -2.860 6.897 -0.566
H -1.557 5.440 1.031
H -2.415 3.289 1.706
H -4.619 2.532 0.946
N -0.959 0.798 -1.273
C -0.023 -0.203 -1.022
C 1.014 -0.077 -0.157
C 1.160 1.160 0.452
C 0.250 2.208 0.282
C -0.793 1.999 -0.653
H -0.155 -1.188 -1.444
H 1.731 -0.844 0.099
H 1.870 1.137 1.266
H 0.286 3.164 0.784
H -1.533 2.726 -0.953
C -0.531 -0.684 2.733
C -0.944 -1.091 4.156
O -1.813 -2.198 3.896
C -2.182 -2.257 2.646
O -3.120 -2.929 2.193
O -1.572 -1.219 1.962
H 0.454 -1.110 2.539
H -0.427 0.400 2.697
H -1.414 -0.272 4.701
H -0.087 -1.472 4.711
C 2.663 2.460 5.265
C 3.072 2.956 3.837
O 1.854 3.159 3.205
C 0.767 2.958 4.083
O -0.431 2.871 3.768
O 1.263 2.773 5.320
H 3.195 2.905 6.107
H 2.859 1.401 5.433
H 3.658 2.152 3.392
H 3.636 3.883 3.942
C -4.118 0.036 -1.292
C -4.087 -1.320 -0.599
O -5.412 -1.866 -0.703
C -6.233 -0.953 -1.242
O -7.440 -1.194 -1.412
O -5.542 0.194 -1.644
H -3.413 -0.011 -2.122
H -3.827 0.845 -0.621
H -3.823 -1.217 0.454
H -3.412 -1.919 -1.210
C 0.177 1.621 -5.704
C -0.302 1.929 -4.321
O -0.881 3.214 -4.489
C -0.658 3.705 -5.699
O -1.057 4.785 -6.100
O 0.040 2.788 -6.419
H -0.382 0.787 -6.128
H 1.236 1.367 -5.648
H 0.562 1.955 -3.656
H -1.037 1.220 -3.941
C -1.247 -6.466 -1.646
C -2.190 -6.054 -0.542
O -1.572 -4.944 0.006
C -0.613 -4.452 -0.761
O -0.014 -3.431 -0.566
O -0.434 -5.297 -1.818
H -1.887 -6.743 -2.483
H -0.705 -7.323 -1.245
H -2.186 -6.829 0.224
H -3.208 -5.813 -0.850
C 4.373 -0.293 0.838
C 5.348 0.031 1.989
C 5.069 -0.717 3.244
C 3.660 -0.687 3.715
N 2.588 -0.722 4.096
H 4.673 -1.167 0.261
H 4.224 0.470 0.073
H 3.386 -0.524 1.240
H 5.262 1.109 2.130
H 6.357 -0.212 1.659
H 5.613 -0.356 4.117
H 5.319 -1.758 3.038
C 2.519 -4.020 -2.697
C 3.041 -2.831 -1.840
C 3.207 -1.505 -2.576
C 2.067 -1.223 -3.442
N 1.173 -1.031 -4.172
H 2.370 -4.881 -2.045
H 3.289 -4.274 -3.425
H 1.600 -3.772 -3.228
H 3.990 -3.136 -1.399
H 2.401 -2.641 -0.979
H 4.058 -1.621 -3.246
H 3.437 -0.600 -2.013
*
```

Summary:
<S²> = 0.77
Orbital gap (alpha / beta) = 7.9 / 3.3 eV
E = -71595.7087 eV
E_HOMO (alpha / beta) = -12.0513 / -12.0376 eV


> Look up the E of the third one.

-71595.7087 eV